*one*
Below is one molecule with the formula C20H27FN4O4, with properties calculated with ωB97M-V/def2-TZVPD.

Positions of all 56 atoms, in Å:
C  -1.170  -1.365  -3.894
C  -0.137  -0.375  -3.372
N  -0.084  -0.340  -1.916
C  -1.172  0.346  -1.216
C  -0.646  1.359  -0.172
C  -1.130  2.779  -0.444
N  -0.925  0.930  1.194
C  -2.184  0.732  1.646
O  -3.186  1.153  1.084
C  -2.263  -0.064  2.899
C  -1.400  -1.021  3.403
C  -2.043  -1.456  4.568
O  -1.590  -2.402  5.419
N  -3.187  -0.832  4.775
N  -3.313  0.019  3.739
C  -4.497  0.853  3.650
C  0.743  -1.100  -1.158
O  0.564  -1.232  0.044
C  1.996  -1.701  -1.821
C  3.007  -0.589  -2.162
C  3.001  0.584  -1.213
C  2.767  1.870  -1.687
C  2.713  2.960  -0.829
C  2.889  2.735  0.520
F  2.828  3.782  1.368
C  3.126  1.474  1.032
C  3.185  0.401  0.157
O  2.637  -2.597  -0.952
C  1.920  -3.802  -0.750
H  -1.211  -1.339  -4.983
H  -0.920  -2.380  -3.582
H  -2.163  -1.130  -3.510
H  0.846  -0.614  -3.769
H  -0.369  0.634  -3.718
H  -1.760  0.862  -1.975
H  -1.827  -0.378  -0.728
H  0.441  1.361  -0.246
H  -0.756  3.108  -1.416
H  -2.217  2.832  -0.443
H  -0.746  3.459  0.317
H  -0.208  0.351  1.603
H  -0.480  -1.382  2.977
H  -2.245  -2.494  6.122
H  -4.221  1.869  3.380
H  -5.183  0.470  2.897
H  -4.965  0.836  4.629
H  1.716  -2.234  -2.741
H  3.985  -1.075  -2.174
H  2.824  -0.222  -3.173
H  2.617  2.027  -2.750
H  2.530  3.963  -1.189
H  3.259  1.346  2.098
H  3.348  -0.598  0.541
H  2.550  -4.444  -0.139
H  0.976  -3.624  -0.233
H  1.728  -4.299  -1.709

Summary:
lowest unoccupied orbital energy: 0.56 eV
orbital gap: 9.10 eV
HOMO: -0.314 hartree
SMILES: CCN(C[C@@H](C)NC(=O)c1cc(O)nn1C)C(=O)[C@@H](Cc1ccc(F)cc1)OC

*two*
Below is one molecule with the formula C20H27FN4O4, with properties calculated with ωB97M-V/def2-TZVPD.

Positions of all 56 atoms, in Å:
C  0.078  4.503  1.150
C  -0.003  3.614  -0.084
N  0.212  2.204  0.222
C  1.604  1.787  0.415
C  2.133  0.895  -0.720
C  3.640  1.056  -0.901
N  1.744  -0.501  -0.555
C  2.142  -1.241  0.510
O  3.059  -0.925  1.254
C  1.383  -2.504  0.692
C  0.045  -2.774  0.484
C  -0.075  -4.116  0.864
O  -1.214  -4.846  0.843
N  1.070  -4.634  1.265
N  1.961  -3.628  1.159
C  3.337  -3.852  1.555
C  -0.774  1.356  0.626
O  -0.532  0.258  1.093
C  -2.235  1.791  0.399
C  -2.611  1.616  -1.080
C  -2.221  0.280  -1.661
C  -1.148  0.182  -2.538
C  -0.756  -1.043  -3.069
C  -1.466  -2.168  -2.706
F  -1.100  -3.359  -3.214
C  -2.543  -2.111  -1.841
C  -2.912  -0.882  -1.320
O  -3.119  1.005  1.148
C  -3.016  1.206  2.546
H  -0.044  5.553  0.878
H  -0.703  4.239  1.864
H  1.040  4.391  1.650
H  -0.961  3.744  -0.582
H  0.754  3.909  -0.814
H  2.208  2.693  0.465
H  1.706  1.261  1.364
H  1.643  1.217  -1.643
H  3.861  2.068  -1.244
H  4.168  0.870  0.032
H  4.006  0.351  -1.647
H  0.877  -0.781  -0.988
H  -0.726  -2.085  0.188
H  -0.994  -5.728  1.166
H  4.013  -3.402  0.832
H  3.534  -3.416  2.532
H  3.485  -4.927  1.587
H  -2.364  2.845  0.681
H  -3.691  1.759  -1.141
H  -2.145  2.409  -1.667
H  -0.610  1.079  -2.825
H  0.076  -1.129  -3.756
H  -3.060  -3.022  -1.572
H  -3.738  -0.821  -0.625
H  -3.807  0.621  3.008
H  -2.051  0.869  2.926
H  -3.164  2.264  2.795

Summary:
lowest unoccupied orbital energy: 0.52 eV
orbital gap: 8.84 eV
HOMO: -0.306 hartree
SMILES: CCN(C[C@@H](C)NC(=O)c1cc(O)nn1C)C(=O)[C@@H](Cc1ccc(F)cc1)OC

The energy of each structure relative to the most stable one, in hartree, is as follows: *one* 0.0024; *two* 0.0000.

*one*
Below is a 2-piece molecular cluster, C2H8N4 overall, with properties calculated with ωB97M-V/def2-TZVPD.

Positions of all 14 atoms, in Å:
H  -3.634  -2.532  3.667
N  -2.694  -2.879  3.828
C  -2.161  -3.094  2.688
N  -1.118  -3.940  2.470
H  -2.582  -2.712  1.751
H  -0.722  -4.463  3.234
H  -0.886  -4.195  1.531
H  3.109  2.133  -2.411
N  3.304  3.106  -2.180
C  2.346  3.843  -2.558
N  1.070  3.428  -2.914
H  2.486  4.911  -2.725
H  0.713  3.883  -3.737
H  0.769  2.510  -2.643

Summary:
lowest unoccupied orbital energy: 0.98 eV
orbital gap: 10.13 eV
HOMO: -0.336 hartree
SMILES: [H]/N=C/N.[H]/N=C\N

*two*
Below is a 3-piece molecular cluster, C2H8N4 overall, with properties calculated with ωB97M-V/def2-TZVPD.

Positions of all 14 atoms, in Å:
N  0.914  -0.831  -1.352
N  1.563  -1.542  -0.358
N  0.327  1.105  0.237
N  0.602  1.052  1.442
H  1.601  -0.230  -1.808
H  2.047  -1.002  0.363
H  0.973  -2.249  0.073
H  1.629  1.010  1.541
C  -1.041  0.948  -0.189
C  -2.037  0.184  0.400
H  -3.063  0.526  0.438
H  -1.783  -0.828  0.692
H  -1.401  1.967  -0.366
H  -0.331  -0.110  -1.112

Summary:
lowest unoccupied orbital energy (spin up / spin down): -0.33 / -0.33 eV
orbital gap (spin up / spin down): 7.18 / 7.19 eV
HOMO (spin up / spin down): -0.276 / -0.276 hartree

The energy of each structure relative to the most stable one, in hartree, is as follows: *one* 0.0000; *two* 0.2229.

*one*
Below is C2H8N4 as an isolated structure, with properties calculated with ωB97M-V/def2-TZVPD.

Positions of all 14 atoms, in Å:
C  -0.405  -1.106  0.919
N  0.819  0.713  -0.734
C  -0.483  0.109  -0.565
N  1.246  1.639  0.229
N  -0.147  -2.130  0.073
N  -1.556  0.851  -0.421
H  1.558  0.082  -1.018
H  1.055  1.311  1.176
H  0.716  2.497  0.101
H  -2.124  0.835  -1.267
H  0.851  -2.199  -0.130
H  -0.509  -0.750  -1.335
H  -1.389  -1.130  1.377
H  0.367  -0.723  1.596

Summary:
lowest unoccupied orbital energy (spin up / spin down): -0.70 / -1.00 eV
orbital gap (spin up / spin down): 8.58 / 7.65 eV
HOMO (spin up / spin down): -0.341 / -0.318 hartree

*two*
Below is a 2-piece molecular cluster, C2H8N4 overall, with properties calculated with ωB97M-V/def2-TZVPD.

Positions of all 14 atoms, in Å:
C  2.254  -0.051  -0.032
C  -0.390  0.201  -0.130
H  2.454  0.772  -0.664
H  2.885  -0.895  -0.039
H  2.384  0.196  1.184
H  0.564  -1.483  -0.576
H  0.894  1.487  0.165
H  -1.516  -1.709  0.737
H  -2.760  0.677  0.686
H  -2.955  0.620  -0.723
N  0.825  -0.572  -0.275
N  -0.228  1.370  -0.134
N  -1.518  -0.565  -0.133
N  -2.894  -0.047  -0.065

Summary:
lowest unoccupied orbital energy: 0.31 eV
orbital gap: 8.97 eV
HOMO: -0.318 hartree

The energy of each structure relative to the most stable one, in hartree, is as follows: *one* 0.0000; *two* 0.0036.